<A>
C5H12NO | the ωB97M-V functional and the def2-TZVPD basis

Its total charge is +1. For the frontier orbital gap, the calculation gives 11.060 eV. Its SMILES is CCC[C@@H]([NH3+])C=O.

Each line ends with the Löwdin charge.
Positions of all 19 atoms, in Å:
C (0.40872, -2.27165, -0.82990)  -0.11
C (1.16195, -1.05970, -0.26333)  -0.23
C (0.10298, -0.27118, 0.53751)  -0.21
C (-0.49359, 0.83054, -0.27534)  -0.23
N (-1.67646, 1.42315, 0.52363)  0.20
C (0.60261, 1.89493, -0.08706)  -0.14
O (0.46267, 2.80118, 0.73467)  0.07
H (0.19535, -2.94878, -0.00351)  0.07
H (-0.60565, -2.08754, -1.23394)  0.07
H (0.97158, -2.77919, -1.76294)  0.13
H (1.98740, -1.33639, 0.39650)  0.12
H (1.56591, -0.49029, -1.09864)  0.11
H (0.76231, 0.17228, 1.39472)  0.16
H (-0.59003, -0.72277, 1.29064)  0.14
H (-0.78280, 0.63619, -1.30426)  0.17
H (-1.27914, 2.37178, 0.75629)  0.14
H (-1.70343, 0.93051, 1.46218)  0.18
H (-2.69295, 1.39310, 0.21146)  0.21
H (1.60255, 1.51383, -0.44869)  0.16


<B>
C5H12NO | the ωB97M-V functional and the def2-TZVPD basis

Its total charge is +1. For the frontier orbital gap, the calculation gives 9.574 eV.

Each line ends with the Löwdin charge.
Positions of all 19 atoms, in Å:
C (0.95177, 0.42215, 1.47576)  0.01
O (0.96069, 1.28631, 0.12809)  0.05
C (-0.41499, -0.20493, 1.56198)  -0.19
C (-0.77403, -1.34915, 0.66165)  -0.19
C (-0.48139, -1.11476, -0.79813)  -0.09
C (-0.81213, 0.03331, -1.41520)  -0.18
N (0.18052, 0.68933, -2.22729)  0.05
H (1.78582, -0.24466, 1.28321)  0.14
H (1.16004, 1.13965, 2.25960)  0.14
H (1.68838, 1.90243, 0.25064)  0.15
H (-0.71305, -0.37103, 2.59778)  0.14
H (-1.09244, 0.63790, 1.34626)  0.13
H (-0.20592, -2.26978, 0.85274)  0.13
H (-1.82193, -1.58155, 0.88660)  0.13
H (-0.01968, -1.90747, -1.37723)  0.12
H (-1.63640, 0.67761, -1.10134)  0.14
H (-0.28725, 1.14556, -3.00361)  0.12
H (0.83986, -0.02838, -2.52538)  0.12
H (0.69213, 1.13747, -0.85615)  0.07


It is <B> that is the least stable of them.


<A>
C3H5NS | the ωB97M-V functional and the def2-TZVPD basis

Its total charge is 0. For the frontier orbital gap, the calculation gives 9.026 eV.

Each line ends with the Löwdin charge.
Positions of all 10 atoms, in Å:
C (-2.04448, 0.58367, 1.85898)  -0.08
C (0.13194, -0.32068, -0.96772)  -0.27
C (0.98938, 0.60067, -0.20185)  -0.64
N (-1.23850, -0.19759, 2.01916)  0.08
S (2.61864, 0.44036, -0.18260)  0.74
H (-0.80943, -0.51354, -0.46335)  0.02
H (-0.13396, 0.49875, -1.70971)  0.09
H (0.60787, -1.29650, -1.45481)  0.10
H (-3.05133, 0.86993, 2.13109)  0.06
H (2.92986, -0.66509, -1.02919)  -0.10


<B>
C3H5NS | the ωB97M-V functional and the def2-TZVPD basis

Its total charge is 0. For the frontier orbital gap, the calculation gives 6.762 eV.

Each line ends with the Löwdin charge.
Positions of all 10 atoms, in Å:
C (0.72444, -0.13518, 0.06041)  0.00
C (-1.72461, -0.90590, 0.02718)  -0.82
C (1.77056, 0.81780, 0.04894)  0.01
N (-0.32863, -0.63373, 0.03803)  0.09
S (-2.58876, 0.59746, 0.06818)  0.30
H (-1.68155, -1.37720, -0.99419)  0.08
H (-2.15509, -1.61329, 0.73820)  0.06
H (1.52712, 1.79160, -0.21133)  0.09
H (2.24994, 0.57327, -0.80671)  0.07
H (2.20656, 0.88517, 1.03129)  0.11


It is <A> that is the least stable of them.


<A>
C3H5NS | the ωB97M-V functional and the def2-TZVPD basis

Its total charge is 0. For the frontier orbital gap, the calculation gives 9.001 eV.

Each line ends with the Löwdin charge.
Positions of all 10 atoms, in Å:
C (1.57093, -0.17020, 0.11506)  -1.03
C (0.69842, 1.10850, 0.07766)  0.02
C (-0.58368, -0.45525, -0.14120)  0.01
N (0.71618, -1.19650, 0.14769)  -0.03
S (3.12433, -0.02520, -0.07302)  0.68
H (0.50806, 1.80447, 0.87485)  0.08
H (0.73436, 1.48450, -0.84806)  0.02
H (-1.32148, -0.40167, 0.57675)  0.04
H (-0.95024, -0.56187, -1.12152)  0.05
H (0.86858, -2.22862, 0.09647)  0.16


<B>
C3H5NS | the ωB97M-V functional and the def2-TZVPD basis

Its total charge is 0. For the frontier orbital gap, the calculation gives 8.784 eV. Its SMILES is S=C1CCN1.

Each line ends with the Löwdin charge.
Positions of all 10 atoms, in Å:
S (2.77222, 0.09293, 0.03316)  0.50
C (1.08312, 0.07018, -0.33341)  -0.76
C (0.05608, -0.94708, -0.10772)  -0.20
C (-1.08219, 0.08151, 0.09246)  -0.10
N (0.06107, 1.04722, -0.15984)  -0.03
H (0.22510, -1.50866, 0.82148)  0.13
H (0.04600, -1.49476, -0.93856)  0.07
H (-1.93963, 0.10901, -0.50345)  0.07
H (-1.44465, 0.43709, 1.19109)  0.16
H (0.22288, 2.11256, -0.09523)  0.17


It is <A> that is the least stable of them.


<A>
C3H5NS | the ωB97M-V functional and the def2-TZVPD basis

Its total charge is 0. For the frontier orbital gap, the calculation gives 8.156 eV.

Each line ends with the Löwdin charge.
Positions of all 10 atoms, in Å:
C (-0.17369, -0.54824, 0.14632)  -0.12
C (-0.43717, -1.04762, 2.00919)  -0.63
C (0.26620, 1.15807, -1.45555)  -0.12
N (-0.11024, 0.64779, -0.13393)  -0.07
S (-0.52656, -2.50896, 2.47889)  0.69
H (0.29062, -1.32778, -0.35523)  0.06
H (-0.37899, -0.24312, 2.61443)  -0.04
H (-0.26792, 2.12995, -1.38967)  0.08
H (0.05770, 0.50704, -2.41430)  0.12
H (1.28003, 1.23286, -1.50014)  0.03


<B>
C3H5NS | the ωB97M-V functional and the def2-TZVPD basis

Its total charge is 0. For the frontier orbital gap, the calculation gives 8.563 eV. Its SMILES is S=C[C@@H]1CN1.

Each line ends with the Löwdin charge.
Positions of all 10 atoms, in Å:
S (2.89581, 0.04237, -0.19012)  0.69
C (1.38129, -0.33104, 0.17198)  -0.67
C (0.13208, 0.01572, -0.63644)  -0.32
C (-1.05812, 0.63746, 0.10125)  -0.18
N (-1.15237, -0.71538, -0.35455)  0.00
H (1.16470, -0.81057, 1.15230)  0.06
H (0.28283, 0.27821, -1.65715)  0.11
H (-0.75945, 0.85406, 1.15741)  0.11
H (-1.87949, 1.30473, -0.23166)  0.11
H (-1.00727, -1.27556, 0.48697)  0.09


It is <A> that is the least stable of them.